Here is a structure of composition C56H66As2N4O2Se3Si4SnTe from OMol25. Energies are from wB97M-V/def2-TZVPD.

Cartesian coordinates (Å):
1 Sn -0.92 -1.15 0.03
2 Se 0.11 -4.12 1.12
3 Se -0.57 -5.66 -0.55
4 Te 1.66 -4.50 -0.86
5 Se 1.27 -2.68 -2.32
6 N -4.35 3.06 5.02
7 C -3.40 2.53 4.65
8 C -2.22 1.85 4.18
9 C -1.91 0.59 4.66
10 C -0.80 -0.05 4.14
11 N -0.02 0.48 3.20
12 C -0.33 1.70 2.76
13 C -1.41 2.43 3.21
14 H -2.52 0.11 5.41
15 H -0.53 -1.05 4.47
16 H 0.31 2.10 1.97
17 H -1.64 3.40 2.80
18 C 5.18 -3.29 -0.34
19 Si 4.92 -2.91 1.49
20 C 6.61 -2.83 2.31
21 C 4.01 -4.32 2.34
22 As 3.54 -1.00 1.57
23 Si 3.79 -0.29 3.81
24 C 3.16 1.47 3.98
25 C 2.72 -1.47 4.83
26 C 5.54 -0.31 4.49
27 Si 4.91 0.49 0.33
28 C 4.58 2.24 0.94
29 C 6.77 0.23 0.44
30 C 4.36 0.33 -1.46
31 H 5.46 -4.34 -0.47
32 H 6.00 -2.68 -0.74
33 H 4.30 -3.08 -0.95
34 H 7.26 -3.58 1.83
35 H 6.54 -3.10 3.36
36 H 7.10 -1.87 2.24
37 H 4.51 -5.27 2.12
38 H 2.96 -4.41 2.04
39 H 4.04 -4.18 3.42
40 H 2.36 1.70 3.28
41 H 3.97 2.19 3.84
42 H 2.77 1.61 4.99
43 H 1.98 -0.91 5.41
44 H 3.32 -2.05 5.53
45 H 2.18 -2.18 4.19
46 H 6.23 0.20 3.82
47 H 5.91 -1.31 4.67
48 H 5.55 0.23 5.44
49 H 5.12 2.43 1.87
50 H 3.52 2.41 1.11
51 H 4.93 2.97 0.20
52 H 7.14 0.36 1.45
53 H 7.25 0.99 -0.19
54 H 7.09 -0.75 0.07
55 H 3.55 1.03 -1.66
56 H 4.00 -0.68 -1.69
57 H 5.19 0.57 -2.14
58 C 4.29 5.81 -0.95
59 C 3.38 5.78 0.10
60 C 2.34 4.87 0.09
61 C 2.17 4.00 -0.99
62 C 3.08 4.04 -2.04
63 C 4.14 4.94 -2.01
64 As 0.77 2.63 -0.88
65 C -0.79 3.79 -0.69
66 C -0.82 5.15 -1.00
67 C -1.99 5.88 -0.85
68 C -3.15 5.26 -0.40
69 C -3.13 3.91 -0.09
70 C -1.95 3.18 -0.23
71 C 0.61 2.16 -2.75
72 C 0.23 3.05 -3.74
73 C 0.14 2.63 -5.06
74 C 0.43 1.31 -5.39
75 C 0.82 0.42 -4.40
76 C 0.92 0.84 -3.09
77 H 5.11 6.51 -0.93
78 H 3.50 6.45 0.94
79 H 1.64 4.84 0.92
80 H 2.96 3.37 -2.88
81 H 4.84 4.96 -2.84
82 H 0.08 5.64 -1.35
83 H -2.00 6.94 -1.09
84 H -4.06 5.83 -0.29
85 H -4.03 3.41 0.26
86 H -1.95 2.13 0.05
87 H -0.02 4.07 -3.48
88 H -0.17 3.32 -5.83
89 H 0.34 0.98 -6.42
90 H 1.04 -0.61 -4.66
91 H 1.21 0.15 -2.31
92 C -7.31 -0.18 -0.85
93 C -6.25 0.57 -0.36
94 C -4.94 0.16 -0.58
95 C -4.65 -1.01 -1.27
96 C -5.73 -1.74 -1.78
97 C -7.04 -1.34 -1.57
98 Si -2.88 -1.49 -1.81
99 C -2.76 -0.50 -3.42
100 C -2.91 -1.03 -4.70
101 C -3.06 -0.20 -5.81
102 C -3.07 1.18 -5.66
103 C -2.91 1.72 -4.39
104 C -2.75 0.89 -3.30
105 C -2.89 -3.35 -2.19
106 C -2.13 -3.89 -3.23
107 C -2.17 -5.25 -3.53
108 C -2.95 -6.11 -2.77
109 C -3.67 -5.60 -1.69
110 C -3.63 -4.24 -1.41
111 H -8.33 0.13 -0.68
112 H -6.45 1.49 0.18
113 H -4.14 0.78 -0.20
114 H -5.55 -2.63 -2.37
115 H -7.85 -1.93 -1.97
116 H -2.95 -2.10 -4.86
117 H -3.19 -0.64 -6.79
118 H -3.20 1.82 -6.52
119 H -2.90 2.80 -4.25
120 H -2.64 1.34 -2.32
121 H -1.49 -3.25 -3.82
122 H -1.58 -5.63 -4.36
123 H -2.99 -7.16 -3.01
124 H -4.26 -6.26 -1.08
125 H -4.21 -3.87 -0.57
126 C -4.94 -4.22 3.15
127 N -4.29 -3.01 2.66
128 C -4.80 -1.79 2.96
129 C -4.21 -0.65 2.55
130 C -3.04 -0.79 1.74
131 O -2.44 0.18 1.20
132 N -2.53 -2.01 1.47
133 C -3.10 -3.16 1.95
134 O -2.64 -4.27 1.79
135 H -6.00 -4.03 3.26
136 H -4.52 -4.53 4.11
137 H -4.78 -5.02 2.44
138 H -5.71 -1.79 3.54
139 H -4.62 0.32 2.76

Results
**Kohn-Sham gap**: 5.85 eV
**ΔE to the lowest compared entry with this formula, charge and spin**: 72.1 kcal/mol